The following is a DFT calculation (ωB97M-V with the def2-TZVPD basis set) of a molecular structure, C3H9BrNO in a non-equilibrium geometry.

The geometry in XYZ format:
```
15
Properties=species:S:1:pos:R:3:mulliken_charge:R:1
C 0.17 -0.99 -0.06 -0.9146
C -1.84 -1.18 0.34 -0.6035
C 0.52 0.40 -0.59 -0.0034
N 0.20 1.31 0.58 -0.1659
O 1.93 0.43 -0.66 -0.4642
Br -2.77 0.41 -0.02 -0.1019
H 0.84 -1.43 0.71 0.4225
H 0.28 -1.78 -0.88 0.3605
H -1.82 -1.61 1.34 0.4068
H -2.12 -2.04 -0.31 0.4083
H -0.10 0.97 -1.37 0.4541
H 0.82 1.07 1.30 0.3288
H -0.70 1.10 0.99 0.1892
H 0.32 2.27 0.42 0.3192
H 2.12 1.16 -1.29 0.3643
```

Results
2S+1: 3
ΔE to the lowest compared entry with this formula, charge and spin, kJ/mol: 39.7
HOMO energy (alpha / beta), eV: -9.78 / -14.83
Calculated total energy, eV: -76823.1952
⟨S²⟩: 2.008
Net charge: +1